[1]
{"formula": "CH6NO4", "method": "wB97M-V/def2-TZVPD", "charge": -1, "orbital_gap_ha": 0.3220, "total_energy_ev": -10817.2347, "e_lumo_ev": 4.00, "species": ["O", "O", "O", "O", "N", "C", "H", "H", "H", "H", "H", "H"], "xyz": [[2.94, -2.70, -0.06], [-3.84, 1.23, -0.11], [1.09, -0.59, 0.09], [-1.02, 0.15, 0.28], [0.63, 1.61, -0.26], [0.21, 0.27, 0.06], [3.79, -2.47, 0.32], [-0.17, 2.19, -0.48], [1.32, 1.63, -0.99], [-2.98, 0.77, -0.03], [-3.83, 1.69, 0.74], [2.35, -1.93, 0.01]], "nbo_charge": [-0.990, -0.976, -0.826, -0.834, -0.910, 0.885, 0.447, 0.357, 0.354, 0.515, 0.452, 0.526]}



[2]
{"formula": "C15H29Cl17", "method": "wB97M-V/def2-TZVPD", "smiles": "ClC(Cl)Cl.ClCCCl.ClCCCl.ClCCCl.ClCCCl.ClCCCl.ClCCCl.ClCCCl", "charge": 0, "orbital_gap_ha": 0.3991, "total_energy_ev": -228906.3226, "e_lumo_ev": 0.19, "species": ["Cl", "Cl", "Cl", "Cl", "Cl", "Cl", "Cl", "Cl", "Cl", "Cl", "Cl", "Cl", "Cl", "Cl", "Cl", "Cl", "Cl", "C", "C", "C", "C", "C", "C", "C", "C", "C", "C", "C", "C", "C", "C", "C", "H", "H", "H", "H", "H", "H", "H", "H", "H", "H", "H", "H", "H", "H", "H", "H", "H", "H", "H", "H", "H", "H", "H", "H", "H", "H", "H", "H", "H"], "xyz": [[14.31, -20.52, 25.93], [14.92, -24.22, 35.97], [8.12, -27.95, 22.40], [5.37, -28.75, 23.30], [13.14, -24.24, 32.87], [16.31, -11.72, 29.18], [22.19, -22.17, 26.09], [20.75, -22.14, 29.21], [14.67, -24.40, 24.01], [14.05, -14.66, 31.34], [18.88, -24.77, 16.75], [13.22, -16.69, 17.78], [11.64, -20.52, 19.24], [7.38, -19.78, 29.42], [5.70, -27.38, 20.76], [5.04, -22.26, 29.31], [21.22, -26.37, 18.11], [22.89, -22.45, 27.76], [6.63, -22.29, 28.55], [12.25, -17.96, 18.65], [12.80, -19.40, 18.43], [14.03, -23.21, 25.14], [14.79, -22.89, 34.66], [15.39, -13.82, 30.46], [14.83, -21.87, 24.92], [14.99, -12.49, 29.94], [19.81, -24.17, 18.16], [7.03, -20.87, 28.09], [22.00, -23.25, 28.68], [6.48, -28.49, 21.89], [21.20, -24.67, 18.14], [13.37, -22.88, 33.98], [15.87, -22.03, 25.20], [15.62, -23.14, 34.00], [12.95, -23.21, 24.97], [6.55, -22.79, 27.59], [14.72, -11.85, 30.78], [21.61, -24.06, 28.07], [21.77, -24.36, 19.02], [19.70, -23.09, 18.24], [15.82, -14.52, 29.74], [22.57, -23.44, 29.59], [14.99, -21.96, 35.20], [23.23, -21.54, 28.26], [13.83, -19.51, 18.75], [12.57, -22.82, 34.72], [14.26, -23.58, 26.14], [16.17, -13.76, 31.22], [12.80, -19.52, 17.35], [6.21, -20.43, 27.53], [7.89, -21.06, 27.45], [14.82, -21.54, 23.88], [23.79, -22.99, 27.49], [6.68, -29.44, 21.39], [7.42, -22.83, 29.06], [11.23, -17.96, 18.27], [14.13, -12.42, 29.28], [21.73, -24.27, 17.27], [19.28, -24.48, 19.06], [12.23, -17.62, 19.68], [13.16, -22.02, 33.34]], "nbo_charge": [-0.050, -0.107, 0.004, -0.001, -0.053, -0.012, -0.086, -0.045, -0.051, -0.079, -0.053, -0.080, -0.051, -0.046, 0.031, -0.039, -0.012, -0.356, -0.398, -0.364, -0.386, -0.389, -0.341, -0.366, -0.395, -0.438, -0.389, -0.395, -0.418, -0.263, -0.435, -0.404, 0.221, 0.228, 0.225, 0.213, 0.220, 0.233, 0.227, 0.224, 0.224, 0.233, 0.223, 0.221, 0.223, 0.226, 0.219, 0.222, 0.220, 0.223, 0.216, 0.221, 0.218, 0.229, 0.225, 0.218, 0.229, 0.220, 0.218, 0.220, 0.229]}



[3]
{"formula": "C4H12N4O", "method": "wB97M-V/def2-TZVPD", "charge": 0, "orbital_gap_ha": 0.3660, "total_energy_ev": -12349.6752, "e_lumo_ev": 0.79, "species": ["O", "N", "N", "N", "N", "C", "C", "C", "C", "H", "H", "H", "H", "H", "H", "H", "H", "H", "H", "H", "H"], "xyz": [[-2.35, 0.95, -1.88], [2.27, -0.57, 0.43], [-2.12, 0.29, 1.06], [-0.75, 1.66, -0.16], [0.82, -0.87, 2.17], [-1.05, 0.45, 0.24], [1.07, -0.68, 0.82], [2.68, -0.49, -0.94], [-0.20, -0.76, -0.02], [-2.61, -0.59, 1.00], [-0.07, -0.55, 2.52], [3.32, 0.38, -1.06], [1.62, -0.68, 2.77], [-0.73, -1.67, 0.23], [-2.92, 1.23, -2.61], [3.29, -1.37, -1.18], [0.18, 1.71, -0.57], [-2.71, 1.10, 1.15], [0.03, -0.77, -1.08], [-1.62, 1.68, -1.22], [1.87, -0.43, -1.68]], "nbo_charge": [-1.112, -0.487, -0.779, -0.822, -0.817, 0.587, 0.451, -0.429, -0.570, 0.396, 0.385, 0.203, 0.398, 0.236, 0.467, 0.203, 0.367, 0.410, 0.260, 0.489, 0.164]}



[4]
{"formula": "C6H11NO", "method": "wB97M-V/def2-TZVPD", "charge": 0, "orbital_gap_ha": 0.3447, "total_energy_ev": -9935.4747, "e_lumo_ev": 0.42, "species": ["O", "N", "C", "C", "C", "C", "C", "C", "H", "H", "H", "H", "H", "H", "H", "H", "H", "H", "H"], "xyz": [[-1.79, 1.07, 0.41], [-1.62, -1.03, -0.54], [-2.26, -0.04, -0.03], [-0.14, -0.76, -0.57], [0.11, 0.60, -0.05], [0.68, 0.68, 1.26], [0.53, 1.62, -1.07], [0.57, -1.91, 0.17], [0.37, 1.55, 1.81], [0.49, -2.85, -0.47], [1.84, 0.71, 1.09], [0.27, -2.12, 1.17], [1.58, -1.77, 0.02], [0.17, 1.39, -2.06], [0.21, -0.85, -1.51], [-3.31, -0.25, 0.18], [0.40, -0.34, 1.89], [1.66, 1.73, -0.99], [0.24, 2.56, -0.69]], "nbo_charge": [-0.589, -0.527, 0.401, -0.193, 0.442, -0.695, -0.681, -0.598, 0.251, 0.227, 0.235, 0.213, 0.198, 0.235, 0.196, 0.173, 0.239, 0.232, 0.242]}



[5]
{"formula": "C9H7NO6Yb", "method": "wB97M-V/def2-TZVPD", "charge": 2, "orbital_gap_ha": 0.2385, "total_energy_ev": -54732.2876, "e_lumo_ev": -10.02, "species": ["Yb", "O", "O", "O", "O", "O", "O", "N", "C", "C", "C", "C", "C", "C", "C", "C", "C", "H", "H", "H", "H", "H", "H", "H"], "xyz": [[0.65, -1.43, -2.45], [-3.82, -0.49, -0.93], [-3.89, -1.00, 1.26], [4.65, 0.04, 0.44], [1.53, 0.65, -2.60], [3.30, 0.00, -1.44], [1.29, -2.78, 2.17], [1.95, -0.51, 1.88], [0.12, 1.30, 0.06], [1.62, -1.69, 2.04], [-3.40, -0.39, 0.38], [-2.27, 0.59, 0.58], [2.23, -0.05, 0.62], [-1.03, 0.32, -0.28], [2.10, 0.61, -1.50], [3.60, -0.12, -0.03], [1.46, 0.70, -0.21], [0.09, 1.55, 1.13], [-0.69, -0.71, -0.05], [-1.96, 0.52, 1.63], [-1.29, 0.41, -1.35], [-3.64, -1.37, -1.27], [-2.62, 1.61, 0.40], [0.02, 2.25, -0.47]], "nbo_charge": [1.893, -0.723, -0.465, -0.317, -0.717, -0.489, -0.373, -0.538, -0.461, 0.922, 0.775, -0.517, 0.185, -0.398, 0.756, 0.720, -0.170, 0.272, 0.150, 0.251, 0.206, 0.491, 0.270, 0.276]}